# 1
C7H13N3 as an isolated structure at a distorted geometry, computed with ωB97M-V/def2-TZVPD.

The geometry in XYZ format:
```
23
Properties=species:S:1:pos:R:3:forces:R:3
C -2.9640 -0.2859 1.7624 0.993 1.252 -0.744
C -1.7793 0.3763 1.3530 -0.980 -0.284 1.215
C -2.9101 -1.5607 1.2613 0.304 1.274 0.645
C -0.9878 -0.5733 0.7513 3.422 -0.631 -1.445
C 0.1969 -1.1198 -1.6285 -0.639 -1.219 -4.561
C 2.4624 0.4752 0.5166 -0.486 1.409 3.913
C 0.6203 1.6924 -0.3176 -0.987 4.036 0.227
N -1.7035 -1.7371 0.6724 -1.399 0.362 -0.265
N 0.2445 -0.5650 0.1679 -2.235 -1.402 3.708
N 1.0066 0.5018 0.2694 2.549 0.628 1.344
H -3.7473 0.1527 2.3218 -0.701 0.215 0.274
H -1.3031 1.2582 1.6608 -0.158 1.371 0.430
H -3.7056 -2.2310 1.3025 -0.672 -1.460 -0.050
H -0.7184 -0.5816 -2.0349 0.843 -0.962 0.757
H 1.0551 -0.6713 -2.1537 0.015 -0.403 0.502
H 0.1653 -2.2426 -1.6908 -0.049 1.283 0.029
H 2.8785 -0.2375 1.3259 -1.405 0.729 -1.250
H 3.1070 0.3612 -0.3075 0.538 0.107 -1.488
H 2.6041 1.5598 1.0470 0.159 -2.456 -1.481
H 0.6927 2.6309 0.3583 -0.413 -1.380 -0.107
H 1.2964 2.0933 -1.0836 -0.116 -0.824 -0.676
H -0.4210 1.6437 -0.6476 0.343 0.034 -0.246
H -1.3625 -2.6228 0.4936 1.074 -1.680 -0.732
```
Forces are in eV/Å.

## Properties
Energy relative to the best compared isomer or geometry (same formula, charge and spin) in eV: 0.0000
HOMO level (spin up / spin down) in eV: -4.0 / -7.8
Multiplicity: 3
Electronic energy in eV: -11932.60454
Molecular weight in Da: 139.2
Gap between HOMO and LUMO (spin up / spin down) in eV: 4.916 / 6.507



# 2
One molecule with the formula C7H13N3O2 at a distorted geometry, computed with ωB97M-V/def2-TZVPD.

The geometry in XYZ format:
```
25
Properties=species:S:1:pos:R:3:forces:R:3
C -0.2936 1.4705 0.0888 -0.792 -2.077 0.450
C -1.8251 -0.9857 0.0822 1.771 1.341 0.061
C 1.5226 -1.7482 0.3529 0.004 -0.303 -2.005
C 2.0510 -0.1614 -1.4005 -0.913 4.010 1.220
C 2.5302 0.6246 0.9266 -3.302 0.642 2.149
C -3.9434 0.2057 -0.0883 0.454 -2.121 1.883
C 1.5717 -0.2453 0.0868 -0.532 1.012 -2.421
N -1.7539 1.3652 0.0054 -1.383 0.243 -0.649
N 0.1981 0.2793 0.1491 -1.750 -3.505 0.282
N -2.4929 0.1419 0.0597 2.490 -0.118 0.906
O 0.2115 2.5521 0.1180 0.354 2.446 -0.127
O -1.7603 -2.1515 0.0311 -0.500 1.033 0.035
H 2.1582 -2.4216 -0.3448 -0.659 1.412 1.358
H 1.7311 -1.8905 1.3587 0.396 -0.914 1.963
H 0.4980 -2.0178 0.1317 0.019 -0.410 0.217
H 1.4053 -0.4687 -2.1770 -1.140 -0.808 -0.419
H 2.9214 -0.6888 -1.4209 2.639 -1.344 -0.497
H 2.2592 0.9291 -1.6294 -0.024 -1.091 0.149
H 2.3085 0.4633 2.0613 0.272 0.289 -1.850
H 3.4692 0.2268 0.7566 2.315 -0.110 -0.387
H 2.3310 1.7321 0.7089 0.762 -1.722 0.128
H -4.0614 0.9597 -0.7753 -0.848 0.892 -2.738
H -4.1930 -0.8775 -0.2377 -0.624 1.392 -0.568
H -4.5206 0.6159 0.7540 0.749 -0.526 0.547
H -2.3225 2.0906 0.4022 0.242 0.336 0.313
```
Forces are in eV/Å.

## Properties
Energy relative to the best compared isomer or geometry (same formula, charge and spin) in eV: 4.4432
HOMO level in eV: -8.5
Electronic energy in eV: -16031.05156
Molecular weight in Da: 171.2
Gap between HOMO and LUMO in eV: 8.372



# 3
One molecule with the formula C7H13N3O2 at a distorted geometry, computed with ωB97M-V/def2-TZVPD.

The geometry in XYZ format:
```
25
Properties=species:S:1:pos:R:3:forces:R:3
C 1.4464 0.1230 -0.3799 0.909 -1.422 -2.484
C -0.7259 -0.6276 -1.1145 -1.367 0.222 -3.470
C -0.4885 0.2956 1.0914 -0.575 1.892 -1.298
C -1.1166 -0.5248 1.8805 -0.173 -2.234 3.283
C -1.1845 1.5149 0.4690 1.156 -0.021 1.032
C 0.8224 0.4496 -2.7689 -0.398 1.688 2.556
C 1.7612 -0.0722 1.8934 -0.976 -2.018 2.743
N -0.6274 -1.8574 -0.8099 1.942 1.100 -0.402
N 0.4374 0.1046 -1.3667 0.542 -0.326 -0.952
N 0.8533 0.1774 0.8156 2.398 -0.712 1.381
O 2.6708 -0.0297 -0.6038 -2.776 1.060 0.378
O -1.7554 -2.4755 -0.4908 -0.032 -2.333 -0.043
H -1.7373 -0.0907 -1.5838 2.147 -1.705 1.578
H -2.3373 -1.7822 -0.3110 -2.390 1.557 0.580
H -2.1061 -0.3127 2.2448 -0.383 0.180 -0.269
H -0.6403 -1.3767 2.4956 -0.615 1.379 -1.567
H -0.4341 2.2756 0.1714 -0.521 -0.548 -0.040
H -1.7305 1.9091 1.3040 -0.730 0.536 0.080
H -1.8233 1.2149 -0.3410 -0.313 0.497 -0.090
H 1.8012 0.0687 -2.9089 1.218 0.281 -0.114
H 0.2494 0.0266 -3.5378 -1.393 -0.725 -0.591
H 0.6905 1.5539 -2.7324 0.756 -0.614 -1.003
H 2.0052 0.8850 2.3182 0.308 0.117 0.799
H 1.3306 -0.8559 2.6692 0.529 2.085 -1.316
H 2.6386 -0.5934 1.5963 0.736 0.064 -0.772
```
Forces are in eV/Å.

## Properties
Energy relative to the best compared isomer or geometry (same formula, charge and spin) in eV: 4.7113
HOMO level in eV: -9.0
Electronic energy in eV: -16030.78342
Molecular weight in Da: 171.2
SMILES string: C=C(C)N(C)C(=O)N(C)/C=N/O
Gap between HOMO and LUMO in eV: 9.683



# 4
One molecule with the formula C7H13N3O3 at a distorted geometry, computed with ωB97M-V/def2-TZVPD.

The geometry in XYZ format:
```
26
Properties=species:S:1:pos:R:3:forces:R:3
C 4.0983 -1.3256 -0.1600 -1.357 1.273 -1.089
C 3.2565 -0.0670 -0.3730 1.088 0.272 -1.637
C 1.0620 0.7653 -0.1985 -0.317 0.934 -1.401
C -1.1255 1.6400 -0.0594 0.748 0.614 -1.018
C -2.5344 1.3488 0.3745 -0.249 0.488 1.734
C -2.0739 -1.1339 0.0742 0.024 0.079 0.162
C -0.8182 -0.6595 0.7751 0.413 -0.248 0.772
H 5.1254 -1.0891 -0.3309 0.693 0.101 -0.070
H 3.9292 -1.6235 0.8146 0.044 -0.963 2.136
H 3.7730 -2.0993 -0.8296 -0.050 -0.433 -0.358
H 3.6466 0.7703 0.2190 -0.371 -0.210 0.060
H 3.4310 0.2272 -1.4576 -0.895 -0.101 1.194
H -1.0881 1.8714 -1.1514 -0.127 -0.081 0.739
H -0.7632 2.5633 0.4588 -0.216 -0.795 -0.328
H -3.1702 2.1514 -0.0352 -0.045 -0.709 0.145
H -2.5864 1.4053 1.4941 -0.028 0.211 -0.766
H -1.9244 -1.5396 -0.9321 0.210 0.196 0.105
H -2.4527 -1.9939 0.6820 -0.352 0.926 -0.441
H -0.1185 -1.4868 0.8529 0.206 0.132 -0.160
H -1.0923 -0.3898 1.8127 0.069 -0.236 -0.240
N -0.2206 0.5001 0.1641 -0.381 1.061 -0.080
N -2.9769 0.0345 -0.0063 -0.549 -1.328 -0.474
N -4.2011 -0.1414 -0.4896 0.526 -0.223 -0.567
O 1.8623 -0.3237 -0.0606 0.820 0.904 -0.183
O 1.3470 1.8648 -0.7110 0.331 -2.328 1.266
O -4.3849 -1.2697 -0.9267 -0.235 0.464 0.498
```
Forces are in eV/Å.

## Properties
Energy relative to the best compared isomer or geometry (same formula, charge and spin) in eV: 3.3533
HOMO level in eV: -9.3
Electronic energy in eV: -18080.62261
Molecular weight in Da: 187.2
SMILES string: CCOC(=O)N1CCN(N=O)CC1
Gap between HOMO and LUMO in eV: 9.948



# 5
One molecule with the formula C7H13N3O4 at a distorted geometry, computed with ωB97M-V/def2-TZVPD.

The geometry in XYZ format:
```
27
Properties=species:S:1:pos:R:3:forces:R:3
C 0.2620 0.0083 0.9973 0.204 0.174 -0.323
C -0.1216 -1.4506 0.7140 0.156 0.013 0.066
C 1.1116 0.5364 -0.1812 0.767 -0.673 0.493
C 1.3114 2.0569 -0.2126 0.784 -0.166 -0.129
C 2.6478 2.5829 0.3397 -0.402 0.320 -0.283
C -2.0969 -0.7164 -0.6443 -0.127 -0.122 0.350
C -3.0140 -1.2874 -1.7093 -0.623 0.757 -0.175
H 0.3045 0.0844 3.0236 0.752 -0.033 -0.475
H 1.5272 -0.7517 2.3277 0.235 -0.357 0.181
H -0.6342 0.6313 1.0534 -0.027 -0.032 0.119
H 2.0894 -0.0174 -0.1653 -0.709 0.557 0.048
H 0.6407 0.2145 -1.0954 -0.248 -0.042 -0.476
H 0.5167 2.5598 0.3225 -0.302 0.160 0.207
H 1.2950 2.4190 -1.2361 -0.090 0.002 -0.084
H 2.3826 1.4765 2.0649 0.173 0.143 -0.196
H 3.8532 2.4840 1.9725 -0.732 -0.344 -0.369
H -1.3765 -2.6699 -0.2996 0.206 0.387 0.156
H -1.5686 0.1097 -1.1026 -0.035 0.301 -0.120
H -2.7605 -0.3030 0.1472 0.307 -0.196 -0.414
H -3.5742 -2.8742 -2.4984 -0.313 -0.184 -0.325
N 0.9994 0.1057 2.2566 -1.193 0.306 0.450
N 3.0029 2.1009 1.5442 0.792 0.181 0.676
N -1.1525 -1.6897 -0.1341 -0.429 -0.425 -0.171
O 0.5238 -2.3615 1.2022 -0.026 0.047 -0.026
O 3.2918 3.4178 -0.2780 -0.090 -0.306 0.153
O -3.7708 -0.6056 -2.3609 0.637 -0.495 0.437
O -2.9506 -2.6209 -1.8137 0.333 0.026 0.233
```
Forces are in eV/Å.

## Properties
Energy relative to the best compared isomer or geometry (same formula, charge and spin) in eV: 0.3622
HOMO level in eV: -9.3
Electronic energy in eV: -20131.77812
Molecular weight in Da: 203.2
SMILES string: NC(=O)CC[C@H](N)C(=O)NCC(=O)O
Gap between HOMO and LUMO in eV: 9.561



# 6
C7H13N3O4 as an isolated structure at a distorted geometry, computed with ωB97M-V/def2-TZVPD.

The geometry in XYZ format:
```
27
Properties=species:S:1:pos:R:3:forces:R:3
C -0.9571 1.1906 -0.5596 -0.778 1.073 -0.760
C -0.5930 -0.2536 -0.4666 -1.471 -1.570 -1.324
C 0.3386 2.1181 -0.5110 -2.748 2.346 1.971
C 0.7610 2.1893 1.0577 0.589 1.355 -3.251
C 0.9174 -2.0043 -0.2790 1.609 -0.134 -1.868
C 0.8966 -2.5479 -1.8249 1.982 -2.075 1.218
C 0.1683 -2.7853 0.8238 -2.649 1.715 0.293
H -1.6218 1.8656 1.5963 -2.016 -2.236 -4.586
H -2.6056 0.5005 0.3744 1.057 2.882 1.226
H -1.3640 1.2103 -1.6562 0.309 0.366 1.933
H 0.0895 3.1882 -0.9014 0.041 -1.817 0.870
H 1.1875 1.8368 -1.1186 -0.008 -0.602 0.169
H -0.5459 3.9294 1.4007 2.219 -2.968 1.225
H 0.6547 3.4820 2.8494 -2.304 -1.737 -3.995
H 1.3275 0.0958 0.0055 0.514 0.256 0.208
H 1.9435 -1.9642 -0.0714 1.678 -0.897 0.368
H 0.4556 -2.5499 1.9125 -0.265 0.291 -1.776
H -1.0067 -2.4906 0.6175 3.107 -1.583 1.154
H 0.3946 -3.8400 0.7438 -0.234 -0.249 -0.445
H -0.9357 -2.0131 -1.7479 1.064 -0.959 -1.138
N -2.1257 1.5115 0.4437 2.393 -1.185 1.372
N 0.0707 3.1015 1.8611 1.153 3.045 2.336
N 0.7243 -0.5456 -0.4770 -3.552 -1.760 1.143
O -1.5266 -1.1720 -0.6198 2.480 3.623 0.294
O 1.7343 1.5057 1.3135 -0.677 0.315 1.536
O 1.8759 -3.0781 -2.3546 -1.609 1.430 1.261
O -0.2581 -2.4806 -2.4121 -1.886 1.074 0.561
```
Forces are in eV/Å.

## Properties
Energy relative to the best compared isomer or geometry (same formula, charge and spin) in eV: 5.0540
HOMO level in eV: -9.5
Electronic energy in eV: -20127.08627
Molecular weight in Da: 203.2
Gap between HOMO and LUMO in eV: 9.423



# 7
One molecule with the formula C7H13N3O4 at a distorted geometry, computed with ωB97M-V/def2-TZVPD.

The geometry in XYZ format:
```
27
Properties=species:S:1:pos:R:3:forces:R:3
C -0.3089 -0.0900 0.6020 0.490 -0.312 -2.509
C -0.5461 0.4311 -0.9360 -1.685 -3.351 0.700
C 1.2772 -0.2436 0.7941 -3.943 -0.317 -2.121
C 1.8013 0.0890 2.1602 -1.793 1.427 2.267
C 2.9896 -0.7233 2.3227 1.476 0.679 -0.301
C -2.3991 -0.1661 -2.5770 1.566 0.721 -5.222
C -2.6575 1.3647 -2.8231 -2.381 -0.593 -0.381
H -0.9448 -2.3083 0.5686 0.380 1.771 -0.299
H -1.2488 -1.4065 1.9212 -0.364 0.112 -2.827
H -0.6346 0.7555 1.1782 -0.742 0.009 0.746
H 1.2525 -1.3432 0.5518 1.490 1.158 0.232
H 1.7038 0.4511 -0.0605 -0.344 -1.659 1.901
H 1.3535 -0.1363 3.2578 -0.619 -0.026 -2.768
H 1.9333 1.2193 2.3013 0.295 -1.540 -0.534
H 3.7652 0.8263 3.2330 -0.199 4.524 0.805
H 4.9313 -0.4664 2.7462 -3.138 1.691 1.630
H -2.4583 -0.6316 -0.7955 -0.418 -0.678 3.255
H -3.4137 -0.7448 -2.9492 2.391 1.256 2.140
H -1.6780 -0.5436 -3.5053 -1.582 1.157 2.258
H -3.1445 2.4924 -4.5185 0.569 -4.448 1.912
N -1.2745 -1.3359 0.8107 1.889 0.932 4.441
N 3.9129 -0.0703 3.0495 5.477 -6.416 -1.508
N -1.7349 -0.3017 -1.3330 1.279 1.255 -2.572
O 0.2072 1.0419 -1.6718 -1.383 -0.573 1.076
O 3.1561 -1.8051 1.8158 0.228 -0.673 0.141
O -2.8505 2.2193 -1.9782 0.998 -1.218 -1.733
O -2.9898 1.4260 -4.1648 0.062 5.111 -0.728
```
Forces are in eV/Å.

## Properties
Energy relative to the best compared isomer or geometry (same formula, charge and spin) in eV: 5.4237
HOMO level in eV: -9.4
Electronic energy in eV: -20126.71665
Molecular weight in Da: 203.2
SMILES string: NC(=O)CC[C@H](N)C(=O)NCC(=O)O
Gap between HOMO and LUMO in eV: 10.047



# 8
One molecule with the formula C7H13N3O5 at a distorted geometry, computed with ωB97M-V/def2-TZVPD.

The geometry in XYZ format:
```
28
Properties=species:S:1:pos:R:3:forces:R:3
C 2.6605 -0.1935 0.5465 2.379 -0.668 -0.477
C 1.2608 -0.2948 -0.0452 0.401 1.462 1.310
C 3.4394 0.6364 -0.5090 1.686 0.138 -0.100
C -0.9425 0.5543 -0.1250 -2.132 -1.012 -3.403
C -1.7254 1.7926 -0.0055 -2.137 1.630 1.272
C -1.7005 -0.4985 0.6361 0.033 1.610 2.676
C -2.7598 -1.2126 -0.0456 -1.323 -1.195 -1.425
H 2.9286 -1.8254 1.6030 0.590 -0.752 -1.109
H 3.1101 -2.1536 -0.0754 -0.412 0.073 0.447
H 2.8537 0.2363 1.5675 -0.926 0.245 -1.094
H 3.0187 1.6532 -0.4359 0.861 -0.052 -0.147
H 3.3056 0.2977 -1.5556 -0.551 -0.084 0.639
H 5.1780 -0.3040 -0.7123 -0.470 2.189 1.206
H 0.5459 1.6382 0.5625 1.140 1.551 1.024
H -1.0589 0.3138 -1.2196 0.145 -0.115 0.569
H -2.2406 0.0639 1.4473 0.336 -0.577 -0.393
H -1.1317 -1.1951 1.2067 0.915 -0.513 -0.179
H -3.5165 -2.9370 -0.1376 1.588 -0.355 -0.180
H -1.8829 -2.9671 -0.6754 -0.228 0.421 0.860
H -3.3470 0.8007 -0.1715 -0.935 0.267 0.022
N 3.3220 -1.5214 0.6948 -0.921 0.923 0.987
N 0.3978 0.7787 0.1339 0.948 -2.805 -0.191
N -2.5363 -2.5833 0.0305 -2.617 -0.983 -1.019
O 0.9817 -1.2776 -0.6837 -0.955 -0.417 -0.373
O 4.9318 0.6104 -0.3286 -1.892 -1.705 -0.917
O -1.1903 2.8473 0.1293 0.583 1.081 -0.075
O -3.8097 -0.7582 -0.5367 1.852 -0.214 1.061
O -3.0939 1.6979 0.1532 2.042 -0.141 -0.991
```
Forces are in eV/Å.

## Properties
Energy relative to the best compared isomer or geometry (same formula, charge and spin) in eV: 2.2729
HOMO level in eV: -9.9
Electronic energy in eV: -22177.13300
Molecular weight in Da: 219.2
SMILES string: NC(=O)C[C@H](NC(=O)[C@@H](N)CO)C(=O)O
Gap between HOMO and LUMO in eV: 10.320



What is the energy relative to the best compared isomer or geometry (same formula, charge and spin) in the fourth record? 3.3533 eV



Look up the energy relative to the best compared isomer or geometry (same formula, charge and spin) of the sixth one. 5.0540 eV